Entry 1:
# C5H14NO

A cluster of 2 separate species, C5H14NO in total (wB97M-V/def2-TZVPD, the Open Molecules 2025 dataset).

Each line ends with the Löwdin charge.
Positions of all 21 atoms, in Å:
N -0.7082 -1.0917 -2.7235  -0.060
C -0.9937 0.1987 -1.9351  -0.582
O -0.1332 0.5131 -0.9679  -0.321
H 0.0612 -0.8779 -3.4006  0.029
H -0.2687 -1.7111 -2.0286  0.017
H -1.0327 0.9661 -2.7486  0.064
H -2.0476 0.0694 -1.6358  0.061
C -0.3460 1.8022 1.6258  -0.164
C 1.1756 -1.5765 0.9337  -0.150
C 0.2135 -0.5924 1.5869  -0.307
C 0.8026 0.8227 1.5963  -0.304
H -0.9194 1.7982 0.6695  0.069
H -0.0532 2.8069 1.8549  0.039
H -1.0994 1.5743 2.4076  0.064
H 0.8187 -2.6298 0.9102  0.063
H 2.1328 -1.6357 1.4302  0.047
H 1.3231 -1.2488 -0.0960  0.047
H -0.0875 -0.9434 2.5599  0.079
H -0.7335 -0.5530 0.9222  0.120
H 1.4792 1.0163 2.4636  0.102
H 1.3375 0.9774 0.6539  0.087

## Properties
- Multiplicity: 1
- Energy relative to the best compared isomer or geometry (same formula, charge and spin): 8.7 kcal per mole
- Charge: -1
- LUMO level: 4.268 eV
- Gap between HOMO and LUMO: 7.04 eV

Entry 2:
# C5H14NO

A cluster of 2 separate species, C5H14NO in total (wB97M-V/def2-TZVPD, the Open Molecules 2025 dataset).

Each line ends with the Löwdin charge.
Positions of all 21 atoms, in Å:
C 0.7330 -2.0407 -0.5993  -0.100
C 0.4364 -0.6192 -0.2426  -0.428
C -0.8914 -0.3992 0.4774  -0.193
C -2.1307 -0.4223 -0.6586  -0.131
C -2.4826 0.7594 -1.1419  -0.037
N 1.5349 -0.1694 0.8314  0.113
H 1.4348 -2.1542 -1.5679  0.128
H -0.2952 -2.2823 -0.9712  0.077
H 1.0197 -2.6713 0.1814  0.042
H 0.4045 0.1266 -1.0871  0.133
H -1.0457 -1.0670 1.3392  0.085
H -0.9541 0.7723 0.9550  0.146
H -2.2521 -1.3446 -1.1339  0.055
H -2.9462 0.9387 -2.1334  0.061
H -2.4868 1.7062 -0.5617  0.064
H 1.2593 -0.5857 1.6919  0.026
H 2.3644 -0.5925 0.5123  0.023
H 1.5831 0.9182 0.9704  0.091
H 1.7900 3.1467 1.7860  0.028
H 1.5228 3.3160 0.3176  0.028
O 1.4019 2.6643 1.0348  -0.212

## Properties
- Multiplicity: 2
- Energy relative to the best compared isomer or geometry (same formula, charge and spin): 91.4 kcal per mole
- LUMO level (alpha / beta): 0.788 / 0.724 eV
- Gap between HOMO and LUMO (alpha / beta): 3.58 / 11.00 eV

Entry 3:
# C5H14NO

A cluster of 2 separate species, C5H14NO in total (wB97M-V/def2-TZVPD, the Open Molecules 2025 dataset).

Each line ends with the Löwdin charge.
Positions of all 21 atoms, in Å:
C 0.7413 0.1923 1.8956  -0.096
C -0.2392 -0.7283 1.0471  -0.177
C -0.8555 0.0338 -0.1106  -0.156
C -2.1182 -0.1415 -0.6003  -0.127
C -2.4072 -0.0911 -2.0546  -0.087
N 1.2451 1.3166 1.0050  0.178
H 1.5843 -0.3794 2.2041  0.108
H 0.1948 0.7258 2.7588  0.161
H -0.8934 -1.4217 1.6649  0.142
H 0.3373 -1.6001 0.6607  0.111
H -0.0126 0.5410 -0.6708  0.101
H -2.9719 -0.1273 0.1318  0.134
H -3.4234 -0.3191 -2.2380  0.065
H -1.7252 -0.7379 -2.6282  0.094
H -2.1178 0.9111 -2.3732  0.089
H 0.6023 1.5794 0.3601  0.068
H 2.0201 1.0510 0.3304  0.169
H 1.6191 1.9844 1.6000  0.138
H 3.1198 -1.1419 -0.3267  0.048
H 2.8198 -0.9151 -1.7624  0.058
O 2.4807 -0.7322 -0.8938  -0.020

## Properties
- Multiplicity: 1
- Energy relative to the best compared isomer or geometry (same formula, charge and spin): 67.0 kcal per mole
- Charge: +1
- LUMO level: -3.244 eV
- Gap between HOMO and LUMO: 9.03 eV